A cluster of 13 separate species, C34H96N2O26 in total in a non-equilibrium geometry. Source: OMol25; level of theory: ωB97M-V/def2-TZVPD.

The geometry in XYZ format:
```
158
Properties=species:S:1:pos:R:3:forces:R:3:lowdin_charge:R:1
C 7.854615 4.629436 -8.258951 1.062 -0.046 0.214 -0.150
O 6.483325 4.789016 -8.374311 -0.967 0.158 -0.612 -0.197
C 6.079895 4.927716 -9.754771 -0.528 0.380 0.666 -0.182
C 4.583585 5.317796 -9.809041 0.203 -0.944 0.733 -0.206
N 3.706565 4.271386 -9.321661 -0.909 -0.115 -1.355 -0.066
C 2.279775 4.668786 -9.491821 1.623 -0.221 1.753 -0.209
C 1.492475 3.490366 -9.037651 -1.599 -0.852 0.221 -0.237
O 1.861335 3.012506 -7.721681 -0.021 -0.137 -0.890 -0.199
C 1.204615 1.794246 -7.329261 0.188 0.791 -0.006 -0.093
H 8.150805 4.548616 -7.213091 -0.324 0.052 0.101 0.086
H 8.406555 5.470156 -8.679231 0.008 0.325 -0.119 0.084
H 8.250545 3.740786 -8.750521 -0.225 -0.332 -0.233 0.087
H 6.318445 4.000166 -10.275191 -0.365 -0.216 -0.109 0.121
H 6.684005 5.705426 -10.222021 0.051 0.290 -0.026 0.112
H 4.208055 5.487326 -10.818171 0.651 0.305 -0.240 0.116
H 4.377335 6.200716 -9.204051 0.539 0.655 -0.106 0.114
H 3.844495 3.977406 -8.365291 0.175 0.222 0.058 0.100
H 1.992985 5.009126 -10.486821 0.339 -0.547 -0.286 0.122
H 2.069135 5.530296 -8.858151 -0.165 0.312 0.330 0.114
H 1.544635 2.731896 -9.818741 0.522 -0.572 0.231 0.121
H 0.430685 3.736656 -9.030861 -0.335 0.238 0.241 0.116
H 1.439075 0.939806 -7.964131 0.140 0.106 -0.277 0.085
H 0.123955 1.933866 -7.301381 -0.167 0.021 -0.098 0.082
H 1.534475 1.561496 -6.316771 0.093 0.128 -0.072 0.083
C 5.610895 -11.330984 8.257419 -1.819 -0.621 -0.614 -0.114
O 4.720225 -10.294324 8.641049 -0.129 1.050 0.380 -0.216
C 3.299135 -10.421934 8.350879 1.817 -0.002 -1.367 -0.160
C 3.020405 -9.882674 6.893049 -0.964 -0.732 2.103 -0.212
N 3.295325 -8.490304 6.914369 0.661 2.069 -0.849 -0.083
C 2.961035 -7.745154 5.708609 0.121 0.840 -0.045 -0.198
C 3.240055 -6.222494 5.931369 -0.335 -0.313 -0.151 -0.190
O 2.854615 -5.827274 7.293139 0.776 0.332 -1.837 -0.194
C 3.451795 -4.563094 7.591119 0.270 -0.699 0.695 -0.112
H 5.512765 -11.602044 7.206229 -0.354 0.044 -0.401 0.070
H 5.262275 -12.198654 8.817519 0.796 -0.480 0.169 0.080
H 6.677375 -11.115074 8.321459 -0.309 0.510 0.898 0.086
H 2.726365 -9.796664 9.035759 0.443 0.208 0.173 0.114
H 2.988005 -11.446244 8.556029 -0.121 -0.260 -0.446 0.109
H 1.944515 -9.998684 6.762279 -0.394 -0.710 -0.526 0.110
H 3.579695 -10.430894 6.134919 0.038 0.159 -0.004 0.116
H 2.706315 -7.954734 7.535919 0.188 -0.715 1.208 0.101
H 1.900095 -7.806094 5.466129 -0.399 -0.361 -0.132 0.107
H 3.516855 -8.137444 4.856989 0.109 0.252 -0.127 0.116
H 2.760635 -5.581624 5.191399 -1.377 -0.219 0.063 0.109
H 4.222835 -5.942604 5.552009 1.105 -0.350 1.492 0.107
H 4.526935 -4.708404 7.485949 0.163 0.511 -0.271 0.087
H 3.294915 -4.306324 8.638769 -0.303 -0.338 0.068 0.083
H 3.063805 -3.718254 7.022079 0.015 -0.172 -0.482 0.084
C -6.975965 -7.241824 2.966149 -1.035 -2.136 0.539 -0.290
C -7.394775 -8.090854 1.792499 -1.977 -1.359 -0.693 -0.214
O -7.587195 -9.513884 2.084299 1.163 0.615 0.111 -0.089
O -7.388795 -5.947854 2.731169 0.868 1.821 -0.551 -0.050
H -5.929585 -7.417444 3.215819 0.191 0.440 -0.020 0.127
H -7.611135 -7.525324 3.805359 0.387 -0.986 0.375 0.119
H -6.814205 -7.983504 0.876249 0.522 -0.113 0.325 0.120
H -8.401325 -7.798874 1.492989 0.032 0.806 0.023 0.114
H -8.523435 -9.704614 2.177359 0.076 0.266 0.016 0.072
H -6.872465 -5.441024 3.362159 -0.216 0.654 -0.117 0.092
C -2.364495 -4.887234 -3.728301 -0.658 2.132 -0.526 -0.261
C -3.689795 -4.181914 -3.997481 -0.581 -0.313 -0.326 -0.279
O -3.645235 -3.711754 -5.308161 0.420 0.429 -1.500 -0.070
O -2.270545 -5.234434 -2.385271 0.211 -1.208 0.518 -0.048
H -1.642455 -4.100954 -3.948601 0.491 -0.040 -0.214 0.115
H -2.206885 -5.667264 -4.473161 -0.055 -0.517 0.643 0.128
H -3.838995 -3.311534 -3.358511 0.154 -0.145 0.694 0.120
H -4.557345 -4.838854 -3.935141 0.006 -0.326 0.613 0.122
H -4.414015 -3.170284 -5.501551 -0.018 -0.051 0.072 0.089
H -2.731745 -4.571604 -1.866091 0.025 0.068 0.059 0.082
C 4.445235 -3.057774 -2.243191 0.282 0.414 -0.045 -0.231
C 5.776125 -3.698004 -1.786121 -0.624 -0.275 0.275 -0.232
O 5.655935 -3.931064 -0.386981 -0.091 -0.070 0.189 -0.076
O 4.370135 -1.649804 -2.060821 0.082 0.225 0.179 -0.073
H 3.611465 -3.426114 -1.645491 0.366 -0.413 0.294 0.119
H 4.169015 -3.323434 -3.263591 0.403 -0.051 -0.253 0.112
H 6.708455 -3.155004 -1.941141 -0.357 0.711 -0.499 0.116
H 5.916405 -4.639274 -2.317551 -0.201 -0.312 -0.088 0.105
H 6.527735 -4.115054 -0.029601 0.010 -0.025 0.049 0.080
H 4.704865 -1.176114 -2.825791 0.124 -0.166 -0.069 0.080
C -2.887235 -4.303984 7.354809 0.504 0.425 1.219 -0.258
C -3.170985 -5.284034 8.488179 0.112 -0.073 1.065 -0.245
O -1.998275 -6.020754 8.866039 0.062 0.158 -0.956 -0.075
O -4.073385 -3.672014 6.974799 -1.590 -0.486 -1.030 -0.068
H -2.474625 -4.889324 6.533069 0.092 0.367 -0.229 0.124
H -2.222585 -3.512864 7.701869 0.680 -0.412 -0.130 0.123
H -4.001855 -5.915324 8.173209 0.037 -0.313 -0.074 0.115
H -3.484855 -4.765824 9.394299 -0.371 0.429 -0.143 0.114
H -2.140935 -6.507234 9.681259 -0.258 0.104 -0.053 0.079
H -4.226415 -2.759864 7.232019 0.723 -0.206 0.321 0.091
C -1.002635 5.123596 6.317579 1.255 -1.026 0.075 -0.290
C -0.582865 4.387776 7.568409 1.981 0.193 0.455 -0.285
O -1.636665 3.863176 8.293219 -1.924 -0.551 0.133 -0.051
O -1.865045 6.140366 6.612159 -1.199 0.984 0.468 -0.036
H -1.444155 4.415156 5.616669 0.078 -0.114 -0.344 0.121
H -0.092955 5.576016 5.922719 0.025 -0.241 -0.389 0.127
H -0.024275 5.059396 8.220339 0.103 0.443 -0.104 0.122
H 0.130345 3.599326 7.328039 0.072 -0.238 -0.373 0.115
H -1.509525 3.894176 9.244249 0.253 0.144 -0.192 0.097
H -2.473915 5.707576 7.215119 -0.642 0.404 0.266 0.081
C 3.747675 5.657746 -3.651751 -0.019 0.059 0.477 -0.234
C 5.119435 4.956596 -3.559901 -1.265 -0.033 -1.592 -0.219
O 5.190485 3.979756 -4.599381 0.097 -0.826 0.445 -0.082
O 2.604775 4.826806 -3.360701 0.942 0.211 0.509 -0.075
H 3.471965 6.095986 -4.610941 0.923 0.315 -0.233 0.115
H 3.846625 6.441996 -2.901241 -0.736 0.186 0.112 0.110
H 5.162655 4.492676 -2.574511 0.230 -0.296 -0.185 0.119
H 5.959275 5.634126 -3.713921 -0.163 0.421 0.448 0.116
H 5.513775 4.379286 -5.410221 0.004 0.162 -0.004 0.072
H 2.523845 4.238326 -4.114851 -0.015 -0.212 -0.070 0.071
C -8.724465 1.366936 -0.211271 -0.438 0.395 -1.445 -0.243
C -8.936855 1.565846 -1.719581 1.148 0.355 -0.140 -0.226
O -7.702265 1.557256 -2.483261 -0.618 -0.449 0.422 -0.083
O -8.244665 2.571466 0.381129 -0.083 -0.541 0.030 -0.062
H -8.019955 0.558156 -0.017261 -0.201 -0.229 -0.053 0.120
H -9.733215 1.102526 0.105899 0.132 0.181 0.886 0.113
H -9.375595 2.547416 -1.898821 -0.440 -0.017 0.316 0.116
H -9.620455 0.808036 -2.102371 0.302 -0.160 -0.208 0.112
H -7.315685 2.431326 -2.392931 0.046 0.064 -0.039 0.073
H -7.291815 2.470836 0.321519 0.185 0.399 0.222 0.079
C -2.350145 0.613936 -0.029941 1.831 0.462 -0.164 -0.254
C -2.076175 -0.674514 0.790429 -0.228 0.817 -0.977 -0.231
O -3.184685 -1.560594 0.761139 0.109 0.265 0.191 -0.068
O -3.145265 1.606106 0.568689 -1.250 -0.193 0.611 -0.068
H -2.644215 0.375836 -1.052161 -0.772 -0.441 0.090 0.115
H -1.425045 1.156326 -0.225111 0.828 -0.634 0.163 0.110
H -1.804655 -0.492204 1.830209 0.169 0.394 -0.017 0.118
H -1.233765 -1.152274 0.290239 -0.042 -0.203 0.052 0.115
H -3.790065 -1.121494 1.363059 -0.580 -0.350 -0.016 0.080
H -2.740825 2.463946 0.419899 -0.080 -0.122 0.038 0.084
C -1.494935 8.698406 0.209459 -1.112 0.305 0.092 -0.227
C -1.917485 9.930426 -0.601661 -0.329 -0.079 -0.214 -0.252
O -1.458865 11.177496 -0.080001 0.365 -0.521 0.138 -0.072
O -1.739155 7.502706 -0.556531 0.723 0.668 0.160 -0.075
H -2.147395 8.552226 1.070289 0.296 0.376 0.254 0.118
H -0.461925 8.849406 0.522839 0.098 -0.355 0.039 0.121
H -3.001755 10.018156 -0.670591 -0.177 -0.517 -0.083 0.117
H -1.527585 9.754286 -1.604181 0.082 0.130 -0.260 0.112
H -1.807555 11.835116 -0.686251 0.090 0.218 0.127 0.079
H -0.917435 7.326386 -1.020511 -0.037 -0.252 -0.272 0.078
C 3.736495 2.044296 2.799439 0.506 -2.138 0.375 -0.274
C 5.257875 1.623356 2.913239 -1.455 0.571 -0.781 -0.212
O 5.854635 1.441506 1.621189 0.066 0.809 0.584 -0.078
O 3.384785 3.243696 2.200519 0.436 0.986 0.013 -0.046
H 3.317805 1.998526 3.804779 0.041 0.374 0.170 0.112
H 3.202685 1.258056 2.265609 0.056 -0.517 -0.106 0.109
H 5.387665 0.681686 3.446629 -0.491 0.004 0.380 0.109
H 5.709815 2.414086 3.512069 0.690 0.029 -0.559 0.113
H 5.304065 0.808496 1.154529 -0.007 -0.171 -0.092 0.077
H 3.392185 3.135906 1.246619 0.153 0.029 -0.025 0.090
C -4.659715 7.166076 -6.450511 -0.981 0.290 0.559 -0.264
C -5.740775 7.250246 -5.359451 -0.135 -1.311 -0.355 -0.223
O -5.483185 6.389876 -4.228831 -0.144 0.785 -0.681 -0.070
O -3.685455 8.115676 -6.206261 1.690 1.657 0.271 -0.075
H -5.090445 7.499816 -7.394541 -0.486 -1.096 -0.293 0.118
H -4.130845 6.213016 -6.442131 -0.711 -0.442 -0.373 0.123
H -6.678505 6.898316 -5.789441 -0.067 -0.222 0.115 0.111
H -5.918645 8.292816 -5.095791 0.306 0.100 0.258 0.116
H -4.679265 6.709406 -3.812641 0.142 0.034 0.172 0.078
H -3.688105 8.696736 -6.970441 0.393 0.199 0.349 0.084
```
Forces are in eV/Å.

Output
Molecular weight in g/mol: 949.1
DFT total energy in eV: -93016.095